[1]
Below is C5H9O3Sn as an isolated structure in a non-equilibrium geometry, with properties calculated with the ωB97M-V functional and the def2-TZVPD basis.

Geometry as ORCA input:
```
! wB97M-V def2-TZVPD RIJCOSX def2/J DEFGRID3
* xyz 1 1
H 1.83490 0.29653 -0.17512
C -1.01777 1.63595 -1.48568
H -2.02889 0.67426 -3.19980
H -1.77932 2.42412 -1.37634
C -1.64098 0.49672 -2.18195
O -1.08496 -3.01070 1.11044
H 1.09757 -0.50485 2.71198
H 2.72023 0.79142 1.28293
H -0.60669 1.36239 -0.50887
O -1.72621 -0.64347 -1.72470
H 0.27509 0.74917 1.74469
Sn -0.97930 -1.77009 -0.43325
C -0.46412 -2.26682 1.90664
C 0.85625 -0.18043 1.69176
C 2.09794 -0.00287 0.84903
H 2.69105 -0.92680 0.82420
O 0.00213 -1.17841 1.11752
H -0.24691 2.05388 -2.15346
*
```

Results
HOMO level (alpha / beta), Eh: -0.428 / -0.428

---

[2]
Below is a 3-piece molecular cluster, C4H14N2O3 overall in a non-equilibrium geometry, with properties calculated with the ωB97M-V functional and the def2-TZVPD basis.

Geometry as ORCA input:
```
! wB97M-V def2-TZVPD RIJCOSX def2/J DEFGRID3
* xyz 0 1
H 0.75954 1.53815 -1.39268
H 0.81798 -0.91327 -1.64452
H -3.31274 -0.57868 1.91370
H 1.06696 0.76408 2.60902
C 2.40932 -0.81130 -0.26788
O -2.60262 -2.24302 -1.23778
H -2.98907 -1.62548 -0.59218
H -2.75574 0.83099 1.32111
H 2.79892 1.32865 -0.30385
C 0.14166 1.28280 -0.52478
H 3.47369 -1.02378 -0.37492
O -1.06888 1.24921 -0.50260
H 2.87202 0.61772 1.23791
N 0.93626 1.05875 0.55382
H -0.30871 -0.10212 1.77545
H -0.43734 1.58056 1.98054
C 2.28767 0.58555 0.30845
O -3.16645 -0.01723 1.15161
H -2.68094 -1.76944 -2.07399
C 0.30262 0.79666 1.83582
H 2.06793 -1.50631 0.51261
H 2.29737 -1.66883 -2.14088
N 1.81018 -1.02532 -1.55110
*
```

Results
SMILES: CN(C=O)CCN.O.O
HOMO level, Eh: -0.329

---

no.,E (eV)
1,-17292.5316
2,-13497.5181